#P
ORCA calculation (wB97M-V/def2-TZVPD) on a molecular structure, C4H6N2O.

Each line ends with the Löwdin charge.
Positions of all 13 atoms, in Å:
H  -0.846  0.767  2.667  0.12
C  -0.092  -0.067  1.023  0.08
C  -0.205  0.015  2.422  0.13
C  0.003  -0.175  -0.980  -0.10
H  0.681  0.362  2.985  0.20
N  -0.001  -1.292  0.053  0.07
N  -0.247  0.711  -0.094  0.34
H  -0.378  -0.929  2.815  0.12
H  0.546  0.559  -2.891  0.15
H  0.106  -1.171  -2.898  0.17
H  -0.769  0.408  -2.870  0.21
O  -0.519  -2.316  0.049  0.40
C  0.044  -0.190  -2.361  0.11

Properties
Highest occupied orbital energy, eV: -22.6
Frontier orbital gap, eV: 9.44
Total charge: +2

***

#Q
ORCA calculation (wB97M-V/def2-TZVPD) on a gas-phase ion, C4H6N2O (charge +2).

Each line ends with the Löwdin charge.
Positions of all 13 atoms, in Å:
H  0.696  1.875  -0.750  0.09
N  -1.935  0.950  0.892  0.23
H  0.930  -3.327  0.370  0.21
C  0.440  -1.347  0.037  0.12
C  1.391  -2.310  -0.113  0.02
H  2.433  -2.108  0.491  0.22
C  -0.889  0.795  0.283  -0.25
H  -0.869  2.269  -1.426  0.14
O  -2.944  1.375  1.438  0.41
C  -0.323  1.949  -0.512  0.10
H  -0.493  2.813  0.308  0.18
H  1.787  -2.586  -1.252  0.23
N  -0.225  -0.348  0.236  0.30

Properties
Highest occupied orbital energy (spin up / spin down), eV: -21.1 / -21.1
Frontier orbital gap (spin up / spin down), eV: 8.25 / 8.25
SMILES string: CC#[N+]C(C)=[N+]=O
Total charge: +2

***

Relative energies in kJ/mol: #P 72.1; #Q 0.0

***

#P
ORCA calculation (wB97M-V/def2-TZVPD) on a gas-phase ion, C4H10NS (charge +1).

Each line ends with the Löwdin charge.
Positions of all 16 atoms, in Å:
S  1.420  -0.423  -0.263  1.06
C  -0.600  0.301  -0.602  -0.25
H  0.825  1.108  1.483  0.09
H  -0.474  0.101  -1.597  0.06
H  -1.180  -2.014  -0.665  0.11
H  -2.664  -1.989  0.597  0.08
H  3.379  1.007  -0.480  0.12
C  2.335  1.066  -0.113  -0.39
H  -2.025  0.129  0.912  0.18
H  -2.855  -1.520  -1.041  0.12
H  1.929  1.905  -0.646  0.09
H  -0.301  1.370  -0.391  0.13
H  2.194  0.072  1.863  0.09
C  -2.112  -1.561  -0.186  -0.03
C  1.731  0.669  1.095  -0.37
N  -1.602  -0.221  0.033  -0.10

Properties
Highest occupied orbital energy, eV: -13.6
Frontier orbital gap, eV: 10.10
Total charge: +1

***

#Q
ORCA calculation (wB97M-V/def2-TZVPD) on a gas-phase ion, C4H10NS (charge +1).

Each line ends with the Löwdin charge.
Positions of all 16 atoms, in Å:
C  0.776  -0.386  -0.034  -0.26
H  0.386  2.259  0.298  0.08
H  -0.701  1.920  1.645  0.12
H  -0.312  -1.952  -0.060  0.09
C  0.283  0.242  -1.328  -0.03
S  -2.011  -0.625  0.461  0.89
H  0.608  1.261  -1.575  0.13
H  1.645  0.153  0.240  0.15
H  1.096  -2.299  0.793  0.17
C  -0.521  0.339  -0.034  -0.73
N  0.751  -1.874  -0.047  0.22
H  -1.249  2.361  0.226  0.08
H  -0.118  -0.267  -2.198  0.12
H  -2.056  -1.259  -0.697  -0.12
H  1.205  -2.201  -0.936  0.20
C  -0.485  1.704  0.558  -0.10

Properties
Highest occupied orbital energy, eV: -14.0
Frontier orbital gap, eV: 10.43
SMILES string: C[C@@]1(S)C[C@@H]1[NH3+]
Total charge: +1

***

Relative energies in kJ/mol: #P 68.6; #Q 0.0

***

#P
ORCA calculation (wB97M-V/def2-TZVPD) on a molecular structure, CH3N3O.

Each line ends with the Löwdin charge.
Positions of all 8 atoms, in Å:
O  0.706  -1.327  -1.455  0.09
H  -0.775  1.545  0.491  0.11
C  0.368  -0.604  -0.575  -0.58
N  -0.855  -0.359  -0.060  0.10
N  -0.287  0.690  0.734  -0.04
N  0.949  0.496  0.097  0.09
H  -1.763  -0.752  0.072  0.14
H  1.658  0.311  0.695  0.08

Properties
Highest occupied orbital energy, eV: -9.1
Frontier orbital gap, eV: 10.08

***

#Q
ORCA calculation (wB97M-V/def2-TZVPD) on CH3N3O in the gas phase.

Each line ends with the Löwdin charge.
Positions of all 8 atoms, in Å:
O  -2.673  0.052  -0.067  0.06
N  0.543  -0.004  -0.002  -0.09
N  -0.465  0.980  0.055  0.01
H  -0.286  2.037  0.365  0.20
H  1.207  0.038  0.867  0.14
H  -0.390  -1.863  -0.506  0.13
N  -0.479  -1.056  0.135  0.06
C  -1.483  0.003  0.134  -0.52

Properties
Highest occupied orbital energy, eV: -8.9
Frontier orbital gap, eV: 9.75
SMILES string: O=c1[nH][nH][nH]1

***

Relative energies in kJ/mol: #P 0.0; #Q 23.2

***

#P
ORCA calculation (wB97M-V/def2-TZVPD) on 3 unconnected molecules or ions with the total composition H6O3.

Each line ends with the Löwdin charge.
Positions of all 9 atoms, in Å:
O  -2.815  -1.471  -3.258  -0.05
H  1.297  -0.117  3.759  0.03
H  1.243  0.828  -1.601  0.03
H  -3.474  -0.787  -3.143  0.03
O  0.649  0.454  -0.950  -0.05
H  0.903  0.870  -0.126  0.03
O  1.675  0.748  3.917  -0.06
H  2.532  0.567  4.304  0.03
H  -2.011  -1.092  -2.903  0.02

Properties
Highest occupied orbital energy, eV: -11.4
Frontier orbital gap, eV: 12.06
SMILES string: O.O.O

***

#Q
ORCA calculation (wB97M-V/def2-TZVPD) on 3 unconnected molecules or ions with the total composition H6O3.

Each line ends with the Löwdin charge.
Positions of all 9 atoms, in Å:
O  0.732  -0.019  -0.844  -0.09
H  0.231  0.395  -1.544  0.02
H  -0.687  2.904  -0.020  -0.02
H  -0.877  -3.284  1.176  0.05
H  0.352  -3.760  1.860  0.00
O  -0.385  -4.095  1.396  -0.05
H  -0.907  4.113  -0.671  0.05
H  1.712  0.196  -0.959  0.08
O  -0.171  3.548  -0.394  -0.02

Properties
Highest occupied orbital energy, eV: -11.4
Frontier orbital gap, eV: 12.12
SMILES string: O.O.O

***

#R
ORCA calculation (wB97M-V/def2-TZVPD) on 3 unconnected molecules or ions with the total composition H6O3.

Each line ends with the Löwdin charge.
Positions of all 9 atoms, in Å:
O  -7.531  22.959  -12.285  -0.07
H  -8.757  23.143  -10.883  -0.01
O  -9.439  22.914  -10.215  -0.09
H  -8.002  22.549  -13.039  0.02
H  -7.558  20.807  -14.704  0.06
H  -6.606  22.736  -12.421  0.05
H  -9.847  22.110  -10.549  0.02
H  -7.454  22.185  -15.366  0.06
O  -8.018  21.651  -14.793  -0.05

Properties
Highest occupied orbital energy, eV: -10.5
Frontier orbital gap, eV: 10.79
SMILES string: O.O.O

***

#S
ORCA calculation (wB97M-V/def2-TZVPD) on 3 unconnected molecules or ions with the total composition H6O3.

Each line ends with the Löwdin charge.
Positions of all 9 atoms, in Å:
H  -2.214  -2.265  -6.514  0.00
O  -4.085  -2.127  -2.841  -0.01
H  -3.373  -2.765  -2.888  0.06
H  -3.813  -2.348  -4.423  -0.02
O  -2.387  -1.396  -6.875  -0.10
O  -3.337  -2.392  -5.252  -0.09
H  -3.676  -1.294  -3.075  0.06
H  -3.317  -3.324  -5.469  0.08
H  -3.111  -1.057  -6.349  0.02

Properties
Highest occupied orbital energy, eV: -10.3
Frontier orbital gap, eV: 10.67
SMILES string: O.O.O

***

Relative energies in kJ/mol: #P 25.2; #Q 51.1; #R 0.0; #S 147.2

***

#P
ORCA calculation (wB97M-V/def2-TZVPD) on 4 unconnected molecules or ions with the total composition C2H14N2O3.

Each line ends with the Löwdin charge.
Positions of all 21 atoms, in Å:
H  2.878  -0.631  1.186  0.09
H  -1.130  4.098  0.505  0.02
H  1.590  1.254  1.284  0.07
H  -3.556  1.006  1.799  0.05
H  -3.299  -1.762  -1.367  0.05
H  2.273  -0.541  -1.629  0.10
H  -2.133  2.904  0.442  -0.02
H  0.278  0.204  0.673  0.06
H  2.273  -3.107  -0.321  0.05
O  -1.603  3.519  -0.095  -0.08
H  -2.333  -1.412  -0.289  0.04
H  1.334  1.094  -0.441  0.07
C  2.601  -1.177  -0.809  -0.32
H  -3.040  0.802  0.303  0.03
H  0.995  -2.395  -0.922  0.05
N  1.997  -2.501  -1.092  -0.02
C  1.302  0.551  0.508  -0.12
H  3.679  -1.311  -0.786  0.11
O  -3.274  -1.342  -0.498  -0.05
O  -3.017  1.362  1.092  -0.05
N  2.185  -0.614  0.458  -0.14

Properties
Highest occupied orbital energy, eV: -8.6
Frontier orbital gap, eV: 8.91
SMILES string: CNCN.O.O.O

***

#Q
ORCA calculation (wB97M-V/def2-TZVPD) on 4 unconnected molecules or ions with the total composition C2H14N2O3.

Each line ends with the Löwdin charge.
Positions of all 21 atoms, in Å:
H  0.540  0.876  -2.065  0.07
N  1.672  -0.021  -0.557  -0.13
H  0.629  1.651  0.166  -0.01
H  0.522  -0.345  1.730  0.07
H  2.581  -0.436  -0.431  0.11
H  -0.056  -1.759  1.523  0.04
O  0.195  2.466  0.465  -0.06
C  1.493  0.368  -1.969  -0.12
H  -0.261  -0.784  -0.603  0.09
O  -2.224  -1.507  1.963  -0.07
H  0.899  -2.016  -0.608  0.12
H  1.495  -0.481  -2.641  0.07
H  -2.596  -1.115  1.160  0.02
N  0.775  -1.221  1.277  0.03
H  0.468  3.153  -0.149  0.04
O  -2.388  0.754  -0.034  -0.06
H  -1.470  0.479  -0.130  -0.02
H  2.284  1.046  -2.268  0.08
C  0.708  -1.030  -0.150  -0.37
H  -2.312  1.360  0.719  0.05
H  -2.953  -1.436  2.601  0.05

Properties
Highest occupied orbital energy, eV: -9.6
Frontier orbital gap, eV: 10.30
SMILES string: CNCN.O.O.O

***

Relative energies in kJ/mol: #P 32.0; #Q 0.0

***

#P
ORCA calculation (wB97M-V/def2-TZVPD) on 4 unconnected molecules or ions with the total composition C2H14N2O3.

Each line ends with the Löwdin charge.
Positions of all 21 atoms, in Å:
H  -2.137  0.260  -1.370  0.12
H  1.969  -1.120  0.963  -0.02
O  2.677  -1.729  1.198  -0.08
H  -1.706  0.440  0.994  0.07
O  -0.774  3.002  1.741  -0.07
H  -1.693  3.244  1.527  0.04
H  3.125  -1.310  1.938  0.03
H  0.004  -0.690  -3.503  0.05
H  0.849  -0.138  -2.295  0.06
H  0.627  0.326  0.502  -0.01
H  1.116  1.220  1.568  0.03
H  -1.268  -1.148  1.086  0.09
H  -2.638  -1.276  -0.764  0.10
H  -1.041  -2.105  -2.320  0.10
C  -1.736  -0.617  -0.813  -0.27
O  1.423  0.866  0.720  -0.10
H  -0.758  3.732  2.405  0.06
N  -0.112  -0.341  -2.567  -0.02
H  0.137  -2.025  -1.140  0.12
N  -1.185  -0.304  0.524  -0.02
C  -0.642  -1.353  -1.605  -0.27

Properties
Highest occupied orbital energy, eV: -9.3
Frontier orbital gap, eV: 9.69
SMILES string: NCCN.O.O.O

***

#Q
ORCA calculation (wB97M-V/def2-TZVPD) on 4 unconnected molecules or ions with the total composition C2H14N2O3.

Each line ends with the Löwdin charge.
Positions of all 21 atoms, in Å:
C  0.980  -1.339  0.624  -0.30
N  -0.063  -1.252  1.644  -0.03
C  0.685  -0.459  -0.636  -0.26
H  -0.135  -0.909  -1.275  0.12
H  2.274  -0.675  -2.184  0.05
H  0.204  2.279  1.002  0.02
O  0.896  2.460  0.384  -0.06
H  1.321  -2.428  0.241  0.16
H  -2.264  -1.218  0.695  0.06
H  2.391  0.553  -1.314  0.08
H  1.764  -0.745  1.071  0.08
O  -2.944  -1.615  0.030  -0.08
H  1.677  2.890  0.818  0.08
H  -1.521  1.868  -0.957  0.04
H  -2.599  2.965  -1.504  0.00
H  -0.151  -0.296  1.924  0.05
N  2.067  -0.452  -1.227  -0.04
H  -2.794  -2.494  -0.145  -0.03
H  0.424  0.573  -0.267  0.06
O  -2.396  2.063  -1.403  -0.06
H  0.183  -1.769  2.478  0.07

Properties
Highest occupied orbital energy, eV: -9.4
Frontier orbital gap, eV: 9.58
SMILES string: NCCN.O.O.O

***

#R
ORCA calculation (wB97M-V/def2-TZVPD) on 4 unconnected molecules or ions with the total composition C2H14N2O3.

Each line ends with the Löwdin charge.
Positions of all 21 atoms, in Å:
H  1.898  2.342  -0.857  0.07
O  0.637  0.400  2.457  -0.05
C  0.427  -0.669  -0.669  -0.29
H  1.591  -1.966  -1.786  0.05
H  0.336  -2.697  -1.034  0.06
H  -1.538  0.957  1.662  0.05
H  1.024  0.809  3.235  0.05
H  0.306  2.131  -0.964  0.07
H  2.418  0.091  -0.941  0.11
O  -1.762  1.248  0.765  -0.06
H  -3.322  -1.062  -0.639  0.04
H  1.256  0.480  1.723  0.02
N  1.052  -1.990  -0.929  -0.01
O  -2.461  -1.279  -0.267  -0.09
H  -2.252  -0.498  0.289  0.00
H  -0.528  -0.660  -1.173  0.09
C  1.390  0.381  -1.177  -0.29
N  1.155  1.705  -0.611  -0.01
H  1.477  0.371  -2.275  0.11
H  0.283  -0.640  0.415  0.08
H  -0.891  1.480  0.428  0.00

Properties
Highest occupied orbital energy, eV: -9.0
Frontier orbital gap, eV: 9.70
SMILES string: NCCN.O.O.O

***

Relative energies in kJ/mol: #P 69.9; #Q 156.1; #R 0.0